Entry from the OMol25 dataset: a structure of composition C16H34N3NiO3P3S (the ωB97M-V functional and the def2-TZVPD basis).

ΔE to the lowest compared entry with this formula, charge and spin ... 0.00 kcal/mol
Gap between HOMO and LUMO (alpha / beta) ... 7.8619 / 8.1528 eV
E ... -107504.049 eV
Max |F| ... 1.16 eV/A
Multiplicity ... 3
Highest occupied orbital energy (alpha / beta) ... -7.35 / -7.89 eV

Geometry as XYZ:
```
61
C16H34N3NiO3P3S the ωB97M-V functional and the def2-TZVPD basis
Ni 0.02064 -0.02667 1.01079
C -1.29571 2.85097 -1.02089
P -1.58310 1.56386 0.24115
C -2.48576 2.49910 1.52695
C -2.95794 0.60677 -0.55752
C -3.07453 -0.78184 0.07243
P -1.42450 -1.61003 0.07701
C -1.80244 -3.15046 0.97779
C -1.31817 -2.19224 -1.65312
H -2.24027 3.31970 -1.29985
H -0.83236 2.40034 -1.89975
H -0.61036 3.59924 -0.62391
H -3.29779 3.07280 1.07981
H -1.78199 3.17288 2.01586
H -2.87804 1.81294 2.27751
H -2.72390 0.51399 -1.62143
H -3.89179 1.16535 -0.46994
H -3.79208 -1.41085 -0.45944
H -3.39378 -0.69464 1.11505
H -2.66524 -3.64382 0.52988
H -2.01023 -2.90525 2.01927
H -0.93362 -3.80748 0.95254
H -2.21197 -2.76175 -1.91023
H -0.43241 -2.81543 -1.75849
H -1.21262 -1.33796 -2.32228
S 1.06145 2.18444 2.33150
C 1.24429 3.45062 1.29515
N 1.37187 4.35717 0.57765
N 1.61337 -2.42907 2.33348
C 1.12012 -1.49378 1.86023
C 0.11735 0.19076 5.32771
C -0.51146 0.04431 4.03625
N -0.93184 -0.09002 2.97972
H -0.04687 1.19463 5.71524
H 1.18838 0.02681 5.20080
H -0.28274 -0.54643 6.02196
C 4.81840 -1.04255 1.26751
C 3.82520 0.09236 1.11461
O 3.23389 0.07603 -0.19714
P 1.67483 -0.03665 -0.59564
O 1.71567 0.80629 -1.97418
C 2.20641 2.15803 -2.03106
C 3.58504 2.20050 -2.66177
O 1.55351 -1.49282 -1.25195
C 2.52616 -1.99378 -2.18729
C 3.35149 -3.08743 -1.54029
H 5.34539 -0.91232 2.21361
H 5.54625 -1.03572 0.45395
H 4.29558 -1.99823 1.28606
H 4.32593 1.05572 1.22314
H 3.05718 0.01204 1.87296
H 2.23147 2.60256 -1.03801
H 1.49369 2.72255 -2.63324
H 4.26842 1.56501 -2.09958
H 3.95735 3.22514 -2.64337
H 3.54687 1.85350 -3.69534
H 3.16358 -1.18064 -2.53409
H 1.96642 -2.37699 -3.04213
H 3.87348 -2.68966 -0.67148
H 4.08418 -3.46523 -2.25479
H 2.71571 -3.91006 -1.21308
```